No. 1
The following is a DFT calculation (ωB97M-V/def2-TZVPD) of a cluster of 3 separate species, C42H62F2N5S2 in total at a distorted geometry.

Last columns: bonded neighbours and bond lengths (Å).
Atoms and positions in Å:
1 C 4.17101 -4.21218 1.80199  C2 1.525, H38 1.092, H39 1.090, H40 1.089
2 C 4.84760 -2.85479 1.64416  C1 1.525, C3 1.541, H41 1.092, H42 1.090
3 C 4.02082 -1.68112 2.20383  C2 1.541, C4 1.527, H43 1.093, H44 1.094
4 C 4.10079 -0.40369 1.37078  C3 1.527, C5 1.545, H45 1.091, H46 1.093
5 C 3.13598 -0.29306 0.16916  C4 1.545, C6 1.525, H47 1.093, H48 1.093
6 C 2.60402 -1.59431 -0.42151  C5 1.525, C7 1.533, H49 1.093, H50 1.093
7 C 1.59047 -1.32382 -1.53900  C6 1.533, C8 1.538, H51 1.096, H52 1.090
8 C 2.22934 -0.77417 -2.82545  C7 1.538, N9 1.474, H53 1.089, H54 1.091
9 N 1.95201 0.66179 -3.00734  C8 1.474, C10 1.476, C18 1.414
10 C 2.98997 1.41207 -3.74125  N9 1.476, C11 1.538, H55 1.096, H56 1.088
11 C 3.09666 2.89721 -3.35602  C10 1.538, C12 1.537, H57 1.090, H58 1.091
12 C 2.99706 3.20637 -1.85328  C11 1.537, C13 1.534, H59 1.093, H60 1.089
13 C 4.32500 3.45550 -1.12597  C12 1.534, C14 1.538, H61 1.090, H62 1.094
14 C 4.14359 4.30727 0.14137  C13 1.538, C15 1.522, H63 1.096, H64 1.093
15 C 4.95754 3.83730 1.33887  C14 1.522, C16 1.526, H65 1.094, H66 1.094
16 C 5.01080 4.86325 2.46770  C15 1.526, C17 1.529, H67 1.091, H68 1.094
17 C 5.56671 4.29736 3.77437  C16 1.529, H69 1.090, H70 1.090, H71 1.090
18 C 0.63659 0.91789 -3.45757  N9 1.414, S19 1.630, S20 1.735
19 S -0.15019 0.17690 -4.67760  C18 1.630
20 S -0.04777 2.12554 -2.41635  C18 1.735, C21 1.802
21 C -1.80674 2.11420 -2.80578  S20 1.802, C22 1.546, H72 1.087, H73 1.087
22 C -2.57979 2.49533 -1.52206  C21 1.546, C23 1.541, H74 1.089, H75 1.086
23 C -3.57322 1.38869 -1.11937  C22 1.541, C24 1.484, H76 1.091, H77 1.091
24 C -4.90633 1.85679 -0.66395  C23 1.484, N25 1.339, N29 1.352
25 N -5.28218 3.12008 -0.42794  C24 1.339, C26 1.327
26 C -6.54008 3.06016 -0.01063  N25 1.327, N27 1.354, N28 1.351
27 N -7.33932 4.09286 0.34544  C26 1.354, H78 1.003, H79 1.003
28 N -6.95096 1.77361 0.02914  C26 1.351, N29 1.354, H80 1.008
29 N -5.92797 1.00661 -0.41793  C24 1.352, N28 1.354, C30 1.470
30 C -6.04158 -0.45663 -0.49247  N29 1.470, C31 1.531, H81 1.087, H82 1.089
31 C -5.45865 -1.17037 0.73019  C30 1.531, C32 1.517, H83 1.091, H84 1.093
32 C -4.06503 -1.75881 0.61176  C31 1.517, C33 1.400, C37 1.404
33 C -3.42108 -2.01344 -0.60538  C32 1.400, C34 1.400, H85 1.083
34 C -2.13203 -2.55868 -0.63896  C33 1.400, C35 1.396, H86 1.082
35 C -1.47064 -2.86798 0.55115  C34 1.396, C36 1.400, H87 1.081
36 C -2.11601 -2.65058 1.77395  C35 1.400, C37 1.397, H88 1.080
37 C -3.40111 -2.10397 1.79919  C32 1.404, C36 1.397, H89 1.084
38 H 3.12405 -4.14193 1.49884  C1 1.092
39 H 4.19063 -4.54625 2.83897  C1 1.090
40 H 4.63929 -4.97557 1.18258  C1 1.089
41 H 5.03270 -2.67480 0.58334  C2 1.092
42 H 5.81513 -2.86159 2.14579  C2 1.090
43 H 4.39002 -1.44378 3.20431  C3 1.093
44 H 2.98072 -1.99157 2.34024  C3 1.094
45 H 3.88908 0.44185 2.02752  C4 1.091
46 H 5.13195 -0.26179 1.03771  C4 1.093
47 H 3.65148 0.25514 -0.62375  C5 1.093
48 H 2.28427 0.32677 0.46187  C5 1.093
49 H 2.11715 -2.18815 0.35608  C6 1.093
50 H 3.42653 -2.18654 -0.82936  C6 1.093
51 H 0.89465 -0.56265 -1.16689  C7 1.096
52 H 0.99921 -2.21543 -1.75004  C7 1.090
53 H 3.31259 -0.84303 -2.73607  C8 1.089
54 H 1.91736 -1.35130 -3.69728  C8 1.091
55 H 2.79111 1.34167 -4.81684  C10 1.096
56 H 3.93824 0.90803 -3.56762  C10 1.088
57 H 2.32494 3.45019 -3.89229  C11 1.090
58 H 4.06147 3.25291 -3.71924  C11 1.091
59 H 2.36880 4.09177 -1.72456  C12 1.093
60 H 2.48800 2.39532 -1.33421  C12 1.089
61 H 5.04374 3.91962 -1.80085  C13 1.090
62 H 4.72421 2.49031 -0.80052  C13 1.094
63 H 3.08594 4.27708 0.42535  C14 1.096
64 H 4.37267 5.35347 -0.07522  C14 1.093
65 H 5.97525 3.58058 1.03203  C15 1.094
66 H 4.49793 2.92479 1.73012  C15 1.094
67 H 5.59417 5.72405 2.13642  C16 1.091
68 H 3.99216 5.23034 2.62726  C16 1.094
69 H 6.09496 5.06090 4.34527  C17 1.090
70 H 4.76515 3.92647 4.41245  C17 1.090
71 H 6.26863 3.48582 3.58509  C17 1.090
72 H -2.04686 1.11238 -3.15271  C21 1.087
73 H -2.01736 2.81815 -3.60723  C21 1.087
74 H -1.87053 2.58872 -0.70079  C22 1.089
75 H -3.07755 3.45318 -1.64220  C22 1.086
76 H -3.15349 0.81933 -0.28845  C23 1.091
77 H -3.72962 0.69039 -1.94224  C23 1.091
78 H -6.99470 4.78598 0.98399  N27 1.003
79 H -8.21510 4.26012 -0.11359  N27 1.003
80 H -7.84402 1.42222 0.33653  N28 1.008
81 H -5.60685 -0.77653 -1.43619  C30 1.087
82 H -7.10802 -0.66246 -0.57101  C30 1.089
83 H -6.14044 -1.96362 1.03985  C31 1.091
84 H -5.44687 -0.44545 1.54766  C31 1.093
85 H -3.90504 -1.80114 -1.55051  C33 1.083
86 H -1.65733 -2.74319 -1.59336  C34 1.082
87 H -0.46984 -3.27697 0.52398  C35 1.081
88 H -1.62285 -2.89997 2.70238  C36 1.080
89 H -3.88674 -1.93101 2.75224  C37 1.084
90 F 1.52182 -1.50439 3.02685  C91 1.353
91 C 1.57510 -0.15311 3.06887  F90 1.353, C92 1.380, C96 1.379
92 C 2.31614 0.45916 4.05930  C91 1.380, C93 1.388, H97 1.082
93 C 2.34672 1.84659 4.09832  C92 1.388, C94 1.390, H98 1.081
94 C 1.64282 2.59647 3.16351  C93 1.390, C95 1.387, H99 1.082
95 C 0.91116 1.94827 2.17887  C94 1.387, C96 1.387, H100 1.083
96 C 0.87598 0.56278 2.11993  C91 1.379, C95 1.387, H101 1.082
97 H 2.85117 -0.14232 4.78157  C92 1.082
98 H 2.92486 2.34252 4.86601  C93 1.081
99 H 1.67173 3.67715 3.20015  C94 1.082
100 H 0.35417 2.51657 1.44410  C95 1.083
101 H 0.31508 0.04078 1.35593  C96 1.082
102 F -5.20298 -8.83017 -1.24889  C103 1.343
103 C -5.26333 -7.50265 -1.44623  F102 1.343, C104 1.381, C108 1.381
104 C -4.54913 -6.67257 -0.60493  C103 1.381, C105 1.387, H109 1.081
105 C -4.61283 -5.30274 -0.81476  C104 1.387, C106 1.388, H110 1.082
106 C -5.38554 -4.79058 -1.84834  C105 1.388, C107 1.389, H111 1.083
107 C -6.09543 -5.64752 -2.67889  C106 1.389, C108 1.387, H112 1.082
108 C -6.03712 -7.01890 -2.48308  C103 1.381, C107 1.387, H113 1.081
109 H -3.95822 -7.09855 0.19423  C104 1.081
110 H -4.05522 -4.63901 -0.16773  C105 1.082
111 H -5.43112 -3.72110 -2.01240  C106 1.083
112 H -6.69676 -5.25057 -3.48583  C107 1.082
113 H -6.57542 -7.70814 -3.11869  C108 1.081

Results
M, g/mol: 739.1
Total charge: +1
E_HOMO, eV: -10.51
Frontier orbital gap, eV: 7.6
Largest force on an atom, eV Å⁻¹: 1.61
Electronic energy, Eh: -2907.2088
Multiplicity: 1

No. 2
The following is a DFT calculation (ωB97M-V/def2-TZVPD) of a cluster of 6 separate species, C24H30F18O12 in total at a distorted geometry.

Last columns: bonded neighbours and bond lengths (Å).
Atoms and positions in Å:
1 C 0.73975 1.08286 -2.78744  C2 1.518, H10 1.090, H11 1.089, H12 1.091
2 C -0.61452 1.65057 -2.40466  C1 1.518, O3 1.435, H13 1.088, H14 1.091
3 O -1.45774 1.65307 -3.56587  C2 1.435, C4 1.308
4 C -2.10759 0.55869 -3.86690  O3 1.308, O5 1.196, C6 1.554
5 O -2.40200 -0.31923 -3.10983  C4 1.196
6 C -2.70356 0.60352 -5.30132  C4 1.554, F7 1.341, F8 1.325, F9 1.354
7 F -1.79057 1.05633 -6.17308  C6 1.341
8 F -3.14042 -0.60415 -5.62672  C6 1.325
9 F -3.73884 1.47524 -5.32376  C6 1.354
10 H 1.39405 0.93424 -1.92899  C1 1.090
11 H 1.23038 1.74266 -3.50212  C1 1.089
12 H 0.61562 0.10820 -3.26201  C1 1.091
13 H -0.52549 2.67895 -2.06022  C2 1.088
14 H -1.08934 1.11840 -1.57963  C2 1.091
15 C -2.79675 3.53894 6.86150  C16 1.506, H24 1.086, H25 1.094, H26 1.093
16 C -2.12855 4.33049 5.76852  C15 1.506, O17 1.435, H27 1.088, H28 1.093
17 O -1.09332 5.17800 6.28709  C16 1.435, C18 1.327
18 C -1.32858 6.48322 6.31336  O17 1.327, O19 1.189, C20 1.551
19 O -2.21380 7.05074 5.75836  C18 1.189
20 C -0.16718 7.17221 7.07592  C18 1.551, F21 1.342, F22 1.332, F23 1.339
21 F -0.59480 8.34059 7.57806  C20 1.342
22 F 0.27223 6.41319 8.07839  C20 1.332
23 F 0.83953 7.43361 6.23297  C20 1.339
24 H -2.09528 3.22147 7.62763  C15 1.086
25 H -3.23973 2.65677 6.38930  C15 1.094
26 H -3.67939 4.01742 7.29477  C15 1.093
27 H -2.78578 4.84805 5.07211  C16 1.088
28 H -1.67795 3.56881 5.12736  C16 1.093
29 C -1.77895 -4.40415 -3.70647  C30 1.540, H38 1.090, H39 1.090, H40 1.093
30 C -0.49438 -4.68737 -4.50737  C29 1.540, O31 1.432, H41 1.085, H42 1.088
31 O -0.61127 -3.96616 -5.73855  C30 1.432, C32 1.305
32 C -0.16646 -2.74196 -5.82004  O31 1.305, O33 1.205, C34 1.543
33 O 0.00906 -1.96172 -4.91926  C32 1.205
34 C -0.11163 -2.20588 -7.26621  C32 1.543, F35 1.336, F36 1.323, F37 1.337
35 F -0.94992 -1.16789 -7.32707  C34 1.336
36 F 1.10164 -1.80846 -7.61239  C34 1.323
37 F -0.53775 -3.09607 -8.16831  C34 1.337
38 H -1.78684 -4.62132 -2.63857  C29 1.090
39 H -2.64958 -4.87148 -4.16608  C29 1.090
40 H -1.95632 -3.32659 -3.73799  C29 1.093
41 H -0.32815 -5.74190 -4.69907  C30 1.085
42 H 0.34854 -4.35342 -3.90601  C30 1.088
43 C 5.26859 -4.07786 -5.63443  C44 1.538, H52 1.088, H53 1.090, H54 1.083
44 C 4.66500 -4.54241 -4.29778  C43 1.538, O45 1.434, H55 1.092, H56 1.091
45 O 3.70494 -3.56513 -3.87472  C44 1.434, C46 1.302
46 C 2.99954 -3.68472 -2.78661  O45 1.302, O47 1.197, C48 1.532
47 O 2.94224 -4.66009 -2.09453  C46 1.197
48 C 2.28231 -2.41292 -2.32334  C46 1.532, F49 1.324, F50 1.324, F51 1.337
49 F 0.98384 -2.66428 -2.25626  C48 1.324
50 F 2.72976 -2.00865 -1.14517  C48 1.324
51 F 2.51228 -1.39553 -3.15939  C48 1.337
52 H 5.13957 -4.86100 -6.37808  C43 1.088
53 H 6.34343 -4.04141 -5.45872  C43 1.090
54 H 4.87166 -3.10728 -5.90659  C43 1.083
55 H 5.43426 -4.58848 -3.52371  C44 1.092
56 H 4.19026 -5.52475 -4.29871  C44 1.091
57 C 1.65705 0.29164 3.52692  C58 1.526, H66 1.084, H67 1.091, H68 1.100
58 C 1.56728 1.81439 3.47701  C57 1.526, O59 1.416, H69 1.094, H70 1.087
59 O 2.02663 2.38785 4.68702  C58 1.416, C60 1.322
60 C 1.21783 2.42122 5.73169  O59 1.322, O61 1.193, C62 1.543
61 O 0.09925 2.00994 5.77607  C60 1.193
62 C 1.90001 3.07342 6.95191  C60 1.543, F63 1.325, F64 1.330, F65 1.334
63 F 1.00501 3.36256 7.88467  C62 1.325
64 F 2.79851 2.24733 7.48054  C62 1.330
65 F 2.47767 4.21626 6.57794  C62 1.334
66 H 0.86287 -0.23496 4.04434  C57 1.084
67 H 2.69318 -0.01030 3.68503  C57 1.091
68 H 1.50490 -0.04247 2.48955  C57 1.100
69 H 0.54150 2.04752 3.17783  C58 1.094
70 H 2.18514 2.16790 2.65557  C58 1.087
71 C -2.06940 -2.13259 -0.59081  C72 1.541, H80 1.088, H81 1.088, H82 1.086
72 C -1.58722 -2.21859 0.87026  C71 1.541, O73 1.438, H83 1.087, H84 1.087
73 O -2.26983 -1.33545 1.77749  C72 1.438, C74 1.300
74 C -1.84619 -0.11813 1.94854  O73 1.300, O75 1.205, C76 1.547
75 O -1.05732 0.46773 1.25107  C74 1.205
76 C -2.51849 0.64116 3.11620  C74 1.547, F77 1.323, F78 1.351, F79 1.330
77 F -3.59708 0.03381 3.58191  C76 1.323
78 F -1.64121 0.74480 4.13859  C76 1.351
79 F -2.78238 1.88197 2.71654  C76 1.330
80 H -2.40079 -1.12177 -0.81860  C71 1.088
81 H -2.94138 -2.77596 -0.68867  C71 1.088
82 H -1.27103 -2.42772 -1.26493  C71 1.086
83 H -0.52219 -2.07971 1.03430  C72 1.087
84 H -1.90832 -3.21583 1.16064  C72 1.087

Results
M, g/mol: 852.5
Energy relative to the best compared isomer or geometry (same formula, charge and spin), eV: 1.2680
E_HOMO, eV: -11.14
Frontier orbital gap, eV: 11.4
Largest force on an atom, eV Å⁻¹: 2.17
Electronic energy, Eh: -3633.0554
Multiplicity: 1
SMILES: CCOC(=O)C(F)(F)F.CCOC(=O)C(F)(F)F.CCOC(=O)C(F)(F)F.CCOC(=O)C(F)(F)F.CCOC(=O)C(F)(F)F.CCOC(=O)C(F)(F)F